Entry 1:
Molecular formula: C8H30AgB2N2O2
Method: DFT, ωB97M-V/def2-TZVPD

The calculation puts the HOMO-LUMO gap (alpha / beta) at 10.17 / 5.34 eV. The calculation puts the HOMO energy (alpha / beta) at -9.75 / -9.54 eV. Its max |F| is 0.099 hartree/bohr. As for the expectation value of S²: 0.76. The LUMO energy (alpha / beta) comes out at 0.0155 / -0.1546 Eh.

```
! wB97M-V def2-TZVPD RIJCOSX def2/J DEFGRID3
* xyz 0 2
Ag 0.355 0.059 -0.038
B -0.044 2.590 -0.586
H 0.516 2.611 0.336
H 0.585 2.061 -1.285
H -1.008 2.169 -0.346
H -0.142 3.618 -0.899
B 2.552 -0.798 -0.540
H 3.480 -1.153 -0.962
H 1.938 -0.487 -1.371
H 2.005 -1.494 0.076
H 2.780 0.076 0.050
C -1.146 -2.446 -2.078
C -1.115 -0.975 -2.472
C -1.913 -0.677 -3.820
O -1.889 0.751 -4.164
C -2.460 0.976 -5.414
N -1.715 -0.353 -1.352
H -2.144 -2.746 -1.760
H -0.424 -2.582 -1.273
H -0.898 -3.120 -2.898
H -0.066 -0.730 -2.638
H -2.977 -0.893 -3.724
H -1.436 -1.261 -4.608
H -2.193 1.961 -5.797
H -3.543 0.892 -5.323
H -2.207 0.121 -6.042
H -2.019 0.557 -1.669
H -2.540 -0.896 -1.143
C -1.074 0.063 2.836
C 0.337 0.454 3.294
C 0.953 -0.630 4.145
O 1.815 -0.037 5.135
C 3.131 0.168 4.819
N 1.122 0.721 2.055
H -1.682 0.162 3.735
H -1.189 -0.895 2.330
H -1.502 0.702 2.063
H 0.248 1.289 3.988
H 1.379 -1.480 3.612
H 0.187 -1.037 4.805
H 3.464 0.138 3.781
H 3.666 -0.516 5.478
H 3.465 1.119 5.232
H 1.973 0.252 2.333
H 1.377 1.697 2.100
*
```

Mulliken atomic charge list, values in e, 5 entries: number 1, Ag, carries -0.07; number 2, B, carries 0.68; number 3, H, carries -0.48; number 4, H, carries -0.14; number 5, H, carries -0.28


Entry 2:
Molecular formula: C3H3O3S
Method: DFT, ωB97M-V/def2-TZVPD

Its SMILES is COC(=S)C(=O)[O-]. The energy above the lowest of the compared OMol25 structures with the same formula, charge and spin is 17.7 kcal/mol. The calculation puts the HOMO-LUMO gap at 7.66 eV. The calculation puts the HOMO energy at -4.24 eV. Its max |F| is 0.093 hartree/bohr. The LUMO energy comes out at 0.1256 Eh.

```
! wB97M-V def2-TZVPD RIJCOSX def2/J DEFGRID3
* xyz -1 1
C -1.181 1.195 -0.479
O -0.023 0.434 -0.558
C 0.197 -0.634 0.444
S -0.902 -1.070 1.554
C 1.758 -1.243 0.157
O 2.675 -0.418 0.352
O 1.698 -2.429 -0.073
H -1.511 1.176 -1.459
H -0.832 2.124 -0.194
H -1.879 0.865 0.257
*
```

Mulliken atomic charge list, values in e, 5 entries: number 1, C, carries -0.71; number 2, O, carries -0.28; number 3, C, carries 0.39; number 4, S, carries -0.42; number 5, C, carries 0.48


Entry 3:
Molecular formula: C22H26BrN5OPd
Method: DFT, ωB97M-V/def2-TZVPD

The energy above the lowest of the compared OMol25 structures with the same formula, charge and spin is 0.0 kcal/mol. The calculation puts the HOMO-LUMO gap at 5.70 eV. The calculation puts the HOMO energy at -5.63 eV. Its max |F| is 0.009 hartree/bohr. The LUMO energy comes out at 0.0028 Eh.

```
! wB97M-V def2-TZVPD RIJCOSX def2/J DEFGRID3
* xyz 0 1
Pd -1.421 0.250 -0.061
Br -1.279 -5.501 4.839
C -1.295 -4.320 3.354
C -1.278 -4.830 2.057
C -1.312 -3.970 0.989
C -1.332 -2.552 1.123
O -1.408 -1.850 0.043
C -1.307 -2.060 2.471
C -1.371 -0.645 2.840
N -0.726 0.283 2.242
C -0.878 1.617 2.635
C -0.850 2.012 3.952
C -0.981 3.366 4.314
C -1.143 4.328 3.361
C -1.154 3.969 1.992
C -1.325 4.935 0.971
C -1.306 4.545 -0.334
C -1.100 3.185 -0.631
N -0.964 2.250 0.289
C -1.004 2.618 1.612
C -1.333 -2.961 3.544
H -1.257 -5.900 1.896
H -1.338 -4.359 -0.022
H -2.061 -0.391 3.656
H -0.716 1.261 4.720
H -0.960 3.633 5.363
H -1.263 5.370 3.629
H -1.465 5.972 1.248
H -1.431 5.252 -1.143
H -1.022 2.851 -1.658
H -1.366 -2.563 4.552
N 2.062 1.248 -3.036
C 2.595 -0.059 -3.483
C 1.552 -0.912 -4.211
C 0.428 -1.448 -3.324
N -0.499 -0.370 -2.971
C 0.984 -2.091 -2.051
C 2.042 -1.270 -1.322
N 1.473 -0.072 -0.625
C 3.149 -0.821 -2.275
H 1.182 1.463 -3.486
H 2.719 1.992 -3.230
H 1.543 0.739 -1.267
H 3.416 0.101 -4.189
H 2.084 -1.761 -4.649
H 1.130 -0.348 -5.049
H -0.078 -2.252 -3.876
H -1.182 -0.712 -2.296
H -1.013 -0.058 -3.788
H 1.479 -3.025 -2.333
H 0.166 -2.341 -1.371
H 2.467 -1.895 -0.535
H 1.972 0.128 0.238
H 0.411 -0.113 -0.344
H 3.676 -1.713 -2.622
H 3.884 -0.205 -1.750
*
```

Mulliken atomic charge list, values in e, 5 entries: number 1, Pd, carries -0.50; number 2, Br, carries -0.25; number 3, C, carries -0.21; number 4, C, carries -0.45; number 5, C, carries -0.63


Entry 4:
Molecular formula: C19H18Br9N3O2
Method: DFT, ωB97M-V/def2-TZVPD

The calculation puts the HOMO-LUMO gap at 6.73 eV. The calculation puts the HOMO energy at -8.08 eV. Its max |F| is 0.210 hartree/bohr. The LUMO energy comes out at -0.0498 Eh.

```
! wB97M-V def2-TZVPD RIJCOSX def2/J DEFGRID3
* xyz 0 1
C 16.719 -1.908 31.993
Br 17.226 -0.074 31.523
Br 17.647 -3.240 30.872
Br 14.735 -2.271 31.981
H 17.177 -2.043 32.973
C 15.174 -0.884 29.282
Br 16.970 -0.657 28.521
Br 14.621 -2.677 28.905
Br 13.869 0.526 28.622
H 15.282 -0.865 30.366
C 19.957 -4.121 33.415
Br 18.941 -2.366 33.141
Br 19.894 -5.402 31.912
Br 19.219 -5.161 34.976
H 20.992 -3.885 33.663
C 18.137 -2.623 36.030
C 16.798 -3.016 35.815
C 15.973 -2.156 35.074
C 16.506 -0.950 34.540
C 17.868 -0.652 34.691
C 18.680 -1.446 35.486
N 15.642 -0.007 33.802
O 14.440 -0.164 33.813
O 16.220 0.931 33.213
H 18.740 -3.335 36.574
H 16.541 -3.914 36.357
H 14.945 -2.456 34.930
H 18.326 0.240 34.289
H 19.743 -1.280 35.579
N 15.676 -3.790 33.676
C 14.757 -4.750 33.776
C 15.017 -6.127 33.545
C 16.318 -6.432 33.130
C 17.220 -5.435 32.944
C 16.896 -4.113 33.219
H 13.779 -4.493 34.156
H 14.291 -6.890 33.781
H 16.655 -7.417 32.843
H 18.188 -5.736 32.571
H 17.689 -3.398 33.054
N 10.220 -2.800 30.803
C 10.377 -4.178 30.795
C 11.584 -4.824 30.918
C 12.736 -4.061 31.119
C 12.696 -2.665 31.104
C 11.394 -2.095 30.895
H 9.462 -4.751 30.783
H 11.598 -5.904 30.925
H 13.661 -4.592 31.288
H 13.536 -2.026 31.330
H 11.298 -1.020 30.862
*
```

Mulliken atomic charge list, values in e, 5 entries: number 1, C, carries 2.32; number 2, Br, carries 0.14; number 3, Br, carries 0.10; number 4, Br, carries 0.72; number 5, H, carries -3.91